Entry 1:
{
  "formula": "C62H74BrGe2NO2OsPS6",
  "method": "ωB97M-V with the def2-TZVPD basis set",
  "species": ["Os", "C", "C", "O", "P", "S", "S", "O", "C", "C", "H", "H", "H", "H", "H", "H", "H", "H", "H", "H", "C", "C", "C", "C", "C", "C", "C", "C", "C", "C", "C", "C", "C", "C", "C", "Ge", "S", "S", "Ge", "S", "S", "C", "C", "C", "C", "C", "C", "C", "C", "C", "C", "C", "C", "C", "C", "C", "C", "C", "C", "C", "C", "C", "C", "C", "C", "C", "C", "C", "C", "C", "C", "C", "C", "C", "H", "H", "H", "H", "H", "H", "H", "H", "H", "H", "H", "H", "H", "H", "H", "H", "H", "H", "H", "H", "H", "H", "H", "H", "H", "H", "H", "H", "H", "H", "H", "H", "H", "H", "H", "H", "H", "H", "H", "H", "H", "H", "H", "H", "H", "H", "H", "H", "H", "H", "Br", "C", "C", "C", "C", "N", "C", "H", "H", "H", "H", "C", "C", "C", "C", "C", "H", "H", "H", "H", "H", "H", "H", "H", "H", "H"],
  "xyz": [[0.37, -0.60, 0.23], [-0.05, 5.76, -1.56], [-1.21, 5.21, -0.76], [-0.73, 4.16, 0.09], [-1.32, 2.66, 0.01], [0.03, 1.68, 1.16], [-1.84, 2.11, -1.79], [-2.62, 2.85, 0.94], [-3.70, 1.90, 0.93], [-5.00, 2.65, 1.10], [-0.38, 6.61, -2.16], [0.34, 4.99, -2.23], [0.76, 6.08, -0.89], [-1.98, 4.83, -1.43], [-1.65, 5.98, -0.12], [-3.55, 1.18, 1.74], [-3.71, 1.36, -0.02], [-5.00, 3.23, 2.02], [-5.83, 1.93, 1.14], [-5.16, 3.32, 0.25], [-0.21, 4.85, 3.48], [0.86, 3.91, 3.96], [2.00, 3.67, 3.20], [2.95, 2.74, 3.60], [4.21, 2.53, 2.79], [2.75, 2.01, 4.79], [1.65, 2.31, 5.61], [1.46, 1.66, 6.96], [0.73, 3.26, 5.17], [3.77, 0.97, 5.16], [4.84, 1.36, 5.96], [5.87, 0.48, 6.25], [5.81, -0.81, 5.74], [4.73, -1.23, 4.95], [3.68, -0.35, 4.65], [2.13, -0.64, 3.28], [2.26, -1.69, -0.66], [0.30, -0.70, 4.78], [-0.19, -2.46, 3.50], [-1.17, -1.67, 1.69], [1.93, -3.03, 3.15], [-1.40, -3.88, 4.21], [-1.84, -3.89, 5.55], [-2.82, -4.81, 5.95], [-3.35, -5.72, 5.06], [-2.89, -5.74, 3.75], [-1.92, -4.83, 3.32], [-1.41, -5.01, 1.92], [-2.14, -4.58, 0.80], [-3.42, -3.79, 0.91], [-1.66, -4.86, -0.48], [-0.49, -5.58, -0.67], [0.00, -5.93, -2.05], [0.21, -6.02, 0.45], [-0.23, -5.76, 1.74], [0.53, -6.31, 2.92], [-1.29, -3.02, 6.63], [-1.96, -1.89, 7.08], [-3.20, -1.37, 6.39], [-1.45, -1.17, 8.16], [-0.29, -1.56, 8.81], [0.26, -0.78, 9.98], [0.37, -2.70, 8.35], [-0.11, -3.44, 7.28], [0.65, -4.65, 6.80], [4.77, -2.64, 4.46], [5.13, -2.93, 3.14], [5.45, -1.84, 2.15], [5.15, -4.26, 2.72], [4.83, -5.30, 3.58], [4.82, -6.74, 3.10], [4.50, -5.00, 4.89], [4.47, -3.69, 5.35], [4.06, -3.38, 6.77], [0.07, 5.33, 2.53], [-0.41, 5.64, 4.22], [-1.14, 4.31, 3.30], [2.14, 4.19, 2.26], [4.25, 3.23, 1.96], [4.24, 1.51, 2.38], [5.09, 2.66, 3.41], [2.24, 0.93, 7.17], [0.50, 1.14, 7.00], [1.48, 2.42, 7.75], [-0.14, 3.47, 5.79], [4.87, 2.38, 6.33], [6.71, 0.79, 6.85], [6.61, -1.51, 5.93], [-3.14, -4.81, 6.99], [-4.11, -6.43, 5.38], [-3.26, -6.47, 3.04], [-3.77, -3.71, 1.94], [-4.21, -4.25, 0.31], [-3.26, -2.77, 0.54], [-2.21, -4.50, -1.34], [-0.62, -5.46, -2.81], [-0.02, -7.01, -2.21], [1.03, -5.59, -2.20], [1.13, -6.59, 0.32], [1.25, -7.06, 2.59], [-0.14, -6.76, 3.65], [1.09, -5.51, 3.43], [-3.55, -2.05, 5.61], [-2.98, -0.40, 5.91], [-4.01, -1.21, 7.10], [-1.97, -0.27, 8.49], [-0.33, 0.12, 10.16], [1.29, -0.47, 9.79], [0.26, -1.39, 10.89], [1.29, -3.01, 8.84], [1.34, -5.00, 7.57], [1.23, -4.42, 5.90], [-0.04, -5.47, 6.55], [5.73, -0.91, 2.64], [4.58, -1.63, 1.52], [6.27, -2.15, 1.49], [5.40, -4.48, 1.68], [5.06, -6.80, 2.04], [3.84, -7.18, 3.26], [5.56, -7.34, 3.65], [4.24, -5.80, 5.58], [3.82, -4.30, 7.31], [3.18, -2.73, 6.77], [4.85, -2.86, 7.31], [-4.97, -0.80, -2.42], [-3.16, -1.43, -2.43], [-2.72, -2.24, -3.51], [-1.39, -2.74, -3.36], [-0.63, -2.41, -2.28], [-1.07, -1.56, -1.28], [-2.37, -1.11, -1.38], [-3.36, -2.49, -4.34], [-0.98, -3.40, -4.11], [0.35, -2.83, -2.13], [-2.74, -0.52, -0.56], [3.47, 0.48, -2.97], [2.63, 0.90, -1.75], [3.56, 1.17, -0.56], [1.89, 2.19, -2.10], [1.64, -0.25, -1.47], [4.18, 1.26, -3.23], [2.82, 0.29, -3.83], [4.03, -0.44, -2.75], [4.17, 2.06, -0.75], [4.22, 0.32, -0.38], [2.97, 1.34, 0.34], [2.61, 2.93, -2.48], [1.40, 2.60, -1.22], [1.13, 2.01, -2.86], [1.11, -0.52, -2.38]],
  "mulliken_charge": [1.757, -1.050, -0.387, -0.126, 0.079, -0.309, -0.332, -0.310, 0.550, -1.647, 0.412, 0.178, 0.239, 0.401, 0.270, 0.164, -0.009, 0.330, 0.401, 0.324, -1.412, 1.237, -0.898, 1.277, -1.577, -0.024, 1.083, -1.590, -0.891, -0.590, 0.118, -1.198, 0.135, -0.549, -0.464, -0.467, -0.439, 0.224, -0.329, -0.926, 0.472, 0.192, -1.090, 0.274, -1.132, 0.107, -0.597, 0.620, 0.624, -1.190, -0.576, 0.954, -1.782, -0.932, 0.980, -1.402, 0.797, 0.993, -1.953, -0.700, 0.798, -1.691, -0.867, 0.932, -1.397, 0.442, 1.256, -1.662, -0.888, 0.921, -1.591, -0.878, 1.070, -1.668, 0.238, 0.476, 0.193, 0.041, 0.493, -0.019, 0.412, 0.189, 0.123, 0.553, 0.339, 0.442, 0.348, 0.482, 0.462, 0.310, 0.469, 0.138, 0.544, -0.206, 0.215, 0.240, 0.494, 0.303, 0.331, 0.502, 0.288, -0.066, 0.306, 0.250, 0.466, 0.248, 0.358, 0.336, 0.409, 0.316, 0.539, -0.084, 0.412, 0.267, -0.034, 0.633, 0.221, 0.344, 0.259, 0.377, 0.267, 0.443, 0.132, 0.467, -0.294, 0.088, -0.862, -0.996, -0.257, 0.495, -0.756, 0.427, 0.476, 0.513, 0.452, -2.175, 3.529, -1.585, -1.644, -1.374, 0.482, 0.426, 0.340, 0.455, 0.360, 0.103, 0.499, -0.093, 0.370, 0.669],
  "total_charge": -2,
  "homo_ev": [-0.1, -2.2],
  "s2": 8.80,
  "spin_multiplicity": 6,
  "lumo_energy_ev": [4.0, 3.7],
  "gap_ev": [4.05, 5.83],
  "energy_ha": -12161.50566
}

=====

Entry 2:
{
  "formula": "C5H8O",
  "method": "ωB97M-V with the def2-TZVPD basis set",
  "species": ["C", "C", "C", "C", "C", "O", "H", "H", "H", "H", "H", "H", "H", "H"],
  "xyz": [[0.11, -1.01, 1.71], [0.25, 0.21, -2.86], [-0.77, 0.51, -3.40], [0.07, 0.03, 0.63], [0.80, 1.13, 0.63], [-1.18, -1.40, 2.14], [-1.65, -0.62, 2.43], [0.71, -0.66, 2.56], [0.57, -1.93, 1.31], [1.14, -0.07, -2.37], [-1.66, 0.78, -3.89], [-0.63, -0.17, -0.17], [0.74, 1.85, -0.16], [1.50, 1.35, 1.43]],
  "mulliken_charge": [-0.436, -0.491, -0.338, -0.018, -0.756, -0.519, 0.312, 0.277, 0.228, 0.454, 0.385, 0.339, 0.326, 0.237],
  "homo_ev": -10.0,
  "lumo_energy_ev": 1.0,
  "gap_ev": 10.98,
  "energy_ha": -270.43388
}

=====

Entry 3:
{
  "formula": "C6H14N2",
  "method": "ωB97M-V with the def2-TZVPD basis set",
  "species": ["C", "C", "C", "C", "N", "H", "H", "H", "H", "H", "H", "H", "H", "H", "C", "C", "N", "H", "H", "H", "H", "H"],
  "xyz": [[-1.77, -0.57, -0.42], [-0.59, -0.09, 0.34], [-1.61, 0.91, -0.11], [-0.20, -0.42, 1.71], [-2.74, -1.42, 0.22], [-1.60, -0.87, -1.45], [0.45, -0.04, -0.29], [-3.65, -1.32, -0.22], [-2.82, -1.19, 1.20], [-1.37, 1.58, -0.93], [-2.25, 1.34, 0.65], [-0.31, -1.48, 1.96], [-0.68, 0.19, 2.47], [1.06, -0.34, 1.63], [2.36, 1.42, -0.93], [2.10, -0.03, -0.65], [2.24, -0.90, -1.56], [2.08, -1.85, -1.26], [2.05, -0.27, 0.61], [1.80, 1.73, -1.80], [3.42, 1.59, -1.09], [2.04, 2.02, -0.08]],
  "mulliken_charge": [-0.253, 1.026, -0.824, -1.239, -0.627, 0.410, -0.608, 0.245, 0.238, 0.237, 0.289, 0.332, 0.374, 0.251, -1.070, 0.622, -0.745, 0.241, 0.150, 0.314, 0.351, 0.284],
  "homo_ev": -8.7,
  "lumo_energy_ev": 1.0,
  "gap_ev": 9.66,
  "energy_ha": -346.39351
}

=====

Entry 4:
{
  "formula": "C37H48Cl25NO6",
  "method": "ωB97M-V with the def2-TZVPD basis set",
  "species": ["C", "O", "C", "C", "C", "C", "C", "C", "C", "Cl", "O", "C", "O", "C", "C", "C", "C", "N", "C", "C", "C", "C", "C", "C", "C", "O", "O", "C", "C", "C", "C", "O", "C", "C", "C", "C", "C", "C", "C", "H", "H", "H", "H", "H", "H", "H", "H", "H", "H", "H", "H", "H", "H", "H", "H", "H", "H", "H", "H", "H", "H", "H", "H", "H", "H", "H", "H", "H", "H", "H", "H", "H", "H", "H", "H", "H", "H", "H", "H", "H", "H", "H", "H", "H", "H", "H", "H", "C", "Cl", "Cl", "Cl", "Cl", "C", "Cl", "Cl", "Cl", "Cl", "C", "Cl", "Cl", "Cl", "Cl", "C", "Cl", "Cl", "Cl", "Cl", "C", "Cl", "Cl", "Cl", "Cl", "C", "Cl", "Cl", "Cl", "Cl"],
  "xyz": [[2.43, -1.48, 4.77], [2.09, -2.77, 4.26], [0.80, -2.78, 3.65], [0.29, -4.23, 3.74], [-1.03, -4.47, 2.95], [-0.79, -5.29, 1.65], [-0.31, -6.72, 2.03], [-1.43, -7.78, 2.18], [-1.03, -8.86, 3.22], [-3.04, -7.14, 2.69], [0.25, -4.61, 0.95], [-0.07, -4.23, -0.36], [0.49, -5.23, -1.23], [0.56, -2.82, -0.58], [-0.45, -1.78, -0.03], [-0.11, -0.29, -0.28], [1.40, 0.06, -0.23], [1.54, 1.43, 0.33], [0.79, 2.42, -0.46], [1.60, 3.72, -0.51], [2.00, 4.32, -1.70], [2.74, 5.49, -1.69], [3.08, 6.13, -0.50], [2.66, 5.54, 0.72], [1.93, 4.36, 0.69], [1.56, 3.83, 1.91], [1.03, -2.58, -1.89], [0.02, -2.68, -2.89], [0.25, -1.67, -4.06], [-1.02, -0.76, -4.11], [-2.16, -1.64, -4.75], [-0.83, 0.36, -4.97], [-1.18, 1.60, -4.37], [-2.60, 1.67, -3.82], [-3.77, 1.57, -4.59], [-5.00, 1.61, -3.94], [-5.14, 1.73, -2.56], [-3.98, 1.85, -1.79], [-2.74, 1.81, -2.43], [1.54, -0.95, 5.15], [2.86, -0.89, 3.93], [3.15, -1.60, 5.59], [0.93, -2.52, 2.58], [0.08, -2.13, 4.18], [1.09, -4.86, 3.31], [0.20, -4.57, 4.79], [-1.81, -4.90, 3.58], [-1.36, -3.47, 2.59], [-1.73, -5.40, 1.08], [0.33, -7.06, 1.20], [0.32, -6.76, 2.93], [-1.59, -8.34, 1.24], [-1.94, -9.42, 3.51], [-0.66, -8.40, 4.15], [-0.33, -9.60, 2.81], [-1.15, -4.16, -0.57], [-0.24, -5.47, -1.82], [1.44, -2.79, 0.07], [-1.48, -2.01, -0.36], [-0.47, -1.92, 1.07], [-0.52, 0.11, -1.22], [-0.59, 0.28, 0.53], [1.80, 0.08, -1.25], [1.92, -0.64, 0.44], [2.52, 1.69, 0.24], [-0.16, 2.70, 0.04], [0.53, 2.08, -1.48], [1.71, 3.84, -2.64], [3.07, 5.93, -2.64], [3.68, 7.09, -0.53], [2.91, 6.01, 1.66], [0.67, 4.11, 2.16], [0.11, -3.69, -3.33], [-1.01, -2.60, -2.51], [1.13, -1.05, -3.82], [0.40, -2.20, -5.00], [-1.24, -0.51, -3.06], [-2.83, -1.95, -3.94], [-1.72, -2.49, -5.28], [-2.76, -1.01, -5.42], [-1.10, 2.36, -5.17], [-0.45, 1.84, -3.58], [-3.67, 1.44, -5.67], [-5.91, 1.49, -4.56], [-6.10, 1.74, -2.05], [-3.99, 1.93, -0.70], [-1.84, 1.86, -1.82], [-1.85, -12.57, 2.28], [-1.87, -14.28, 1.84], [-1.58, -11.59, 0.83], [-3.39, -12.13, 3.01], [-0.54, -12.28, 3.43], [4.74, -2.39, -0.64], [3.87, -1.61, -1.96], [4.74, -1.34, 0.79], [3.96, -3.93, -0.24], [6.41, -2.70, -1.14], [4.92, 9.25, 2.11], [3.93, 10.64, 2.60], [6.35, 9.82, 1.24], [5.43, 8.33, 3.54], [3.98, 8.18, 1.05], [5.75, 11.94, 6.51], [5.70, 13.36, 5.46], [5.46, 10.48, 5.54], [7.34, 11.82, 7.28], [4.50, 12.08, 7.76], [0.04, 9.89, 0.31], [-0.09, 8.13, 0.24], [0.17, 10.54, -1.33], [-1.41, 10.56, 1.09], [1.48, 10.34, 1.24], [-8.93, 3.31, -5.05], [-8.70, 3.35, -6.80], [-9.49, 4.90, -4.49], [-10.13, 2.08, -4.64], [-7.39, 2.91, -4.27]],
  "mulliken_charge": [-0.627, -0.388, -0.147, -0.645, -0.694, -0.629, -0.739, 0.456, -1.162, -0.219, -0.173, -1.141, -0.597, 1.604, -1.316, 0.750, -0.461, -0.258, 1.563, -0.412, -0.284, -1.354, 0.296, -0.146, -0.071, -0.555, -0.239, -0.220, -1.189, 1.347, -1.606, -0.483, -0.356, 0.382, -0.408, -0.483, -0.548, -0.731, 0.118, 0.326, 0.174, 0.258, -0.119, 0.403, 0.215, 0.418, 0.477, 0.386, 0.661, 0.421, 0.247, 0.225, 0.273, 0.374, 0.226, 0.630, 0.313, -0.018, 0.420, 0.282, -1.203, 0.711, 0.354, -0.069, 0.308, 0.099, -0.944, 0.416, 0.362, 0.392, 0.456, 0.302, 0.290, 0.344, 0.160, 0.370, -0.380, 0.288, 0.305, 0.503, 0.492, -0.208, 0.535, 0.558, 0.401, 0.439, 0.184, 0.372, -0.103, -0.090, -0.098, -0.105, 0.288, -0.037, -0.107, -0.066, -0.114, 0.325, -0.122, -0.103, -0.139, -0.016, 0.320, -0.107, -0.027, -0.102, -0.101, 0.234, -0.040, -0.106, -0.109, -0.008, 0.331, -0.105, -0.104, -0.109, -0.146],
  "homo_ev": -8.8,
  "lumo_energy_ev": 0.1,
  "gap_ev": 8.94,
  "energy_ha": -13449.43344
}

=====

Computed max |F| (eV/Å) in order:
0.77, 0.57, 3.71, 2.42